Density functional theory data (wB97M-V/def2-TZVPD) for a structure of composition C5H12O2.

## Properties
LUMO level = 0.9 eV
relative energy (zero: lowest compared OMol25 entry of this formula, charge and spin) = 84.02 kcal per mole
DFT total energy = -348.0709 hartree
HOMO-LUMO gap = 0.32221 Eh

Positions of all 19 atoms, in Å:
C: -1.846 -0.679 1.852
C: -1.231 -0.967 0.488
C: -0.159 -0.014 0.042
O: 1.152 -0.186 1.328
C: 0.732 -0.330 -1.023
C: 1.184 0.788 -1.920
O: 1.698 1.847 -1.112
H: -2.659 -1.380 2.072
H: -1.091 -0.764 2.639
H: -2.267 0.332 1.890
H: -2.003 -0.881 -0.290
H: -0.856 -1.995 0.433
H: -0.379 1.039 0.225
H: 1.488 0.716 1.475
H: 0.599 -1.302 -1.496
H: 1.519 -0.435 0.230
H: 0.351 1.175 -2.533
H: 1.949 0.420 -2.619
H: 1.820 2.617 -1.680

Atom charges from the natural (NBO) analysis, given in e for atoms 1 to 2: number 1, C, carries -0.60; number 2, C, carries -0.45